Record 1
DFT (wB97M-V/def2-TZVPD) results for C23H43HfN2O2P3 as an isolated structure.

```
74
Properties=species:S:1:pos:R:3:forces:R:3:lowdin_charge:R:1
Hf -0.448921 0.006108 -0.099171 0.8381 -1.2474 3.5539 1.21
P -1.979156 -2.161992 0.418189 -0.9800 -1.5172 0.0680 0.69
P 1.208682 -0.935933 2.061690 0.6058 -0.1691 0.8813 0.74
P 1.209925 -1.981815 -1.279528 0.8259 -0.5620 -0.1233 0.75
H -0.943027 4.259086 -2.971994 -0.4381 -0.1842 -0.3936 0.11
C -1.309125 3.607423 -3.779695 2.2008 0.8445 -0.1923 0.04
C -2.398884 2.838972 -3.704062 -1.3088 -0.9501 -0.4740 0.07
H -3.071746 2.833049 -2.843883 0.3199 -0.1967 -0.1335 0.10
C -3.598207 -1.648227 1.094365 0.1282 0.5830 -0.0564 -0.25
C -1.578822 -3.565497 1.515821 0.5202 0.1407 0.1942 -0.23
C -2.422089 -3.010859 -1.149836 0.1740 0.3588 -0.1790 -0.24
C 2.746489 0.060221 2.139541 -0.0473 0.1808 -0.4924 -0.24
C 0.570278 -0.667053 3.759432 -0.4794 -0.0302 -0.2372 -0.24
C 1.830454 -2.657815 2.260077 -0.2412 -0.2357 -0.4625 -0.23
C 1.024021 -2.029244 -3.099985 -0.5734 0.2176 -0.1611 -0.25
C 1.255830 -3.804441 -1.027643 -0.2786 -0.2172 0.1734 -0.22
C 2.988752 -1.510390 -1.171577 -0.0869 0.1366 0.0967 -0.23
H -0.749391 3.656271 -4.730974 -0.2882 0.0107 0.6204 0.10
H -2.700386 2.293132 -4.608267 -0.1812 0.2314 0.4698 0.10
H -3.997697 -0.820912 0.491815 -0.1423 -0.2080 0.1381 0.06
H -3.442693 -1.278057 2.116706 -0.1704 -0.2054 -0.1571 0.05
H -4.322798 -2.475182 1.107778 0.2895 0.1919 -0.0366 0.09
H -1.400654 -3.201219 2.532861 -0.1434 -0.0817 -0.0851 0.05
H -0.674675 -4.092634 1.197660 -0.1852 0.0663 -0.0063 0.04
H -2.420731 -4.271796 1.527707 0.1481 0.2569 -0.0646 0.09
H -2.682538 -2.252180 -1.899352 -0.1603 -0.2446 0.0336 0.04
H -3.282582 -3.672159 -0.981326 0.2109 0.1659 -0.0713 0.08
H -1.580241 -3.596914 -1.542939 -0.2811 0.1199 0.1755 0.03
H 3.537961 -0.499508 2.660139 -0.2657 0.2797 -0.1430 0.08
H 2.543223 1.003501 2.668688 0.1391 -0.3309 -0.1521 0.05
H 3.051502 0.296165 1.111705 0.2237 -0.0205 0.4203 0.01
H 1.217415 -1.202157 4.473567 -0.2664 0.2312 -0.2389 0.08
H -0.458143 -1.054955 3.816129 0.3104 0.0886 0.2752 0.05
H 0.566207 0.404234 3.990057 -0.0560 -0.2358 0.0344 0.04
H 2.767112 -2.664745 2.837791 -0.3795 0.0906 -0.1081 0.08
H 2.017288 -3.123524 1.286542 0.0543 0.1111 0.4581 -0.01
H 1.074076 -3.263241 2.783896 0.3025 0.2079 -0.1516 0.06
H 1.523396 -2.910319 -3.529624 -0.0788 0.4152 0.0877 0.09
H 1.463158 -1.115859 -3.519835 0.0889 -0.1982 -0.0579 0.04
H -0.045266 -2.062500 -3.352636 0.3994 -0.3289 -0.0575 0.04
H 1.545014 -4.260341 -1.983331 -0.0346 0.0384 0.3340 0.07
H 0.268448 -4.193243 -0.750466 0.3687 -0.0179 -0.0500 0.02
H 1.991058 -4.106988 -0.273519 -0.2559 0.0701 -0.2428 0.05
H 3.447346 -1.751706 -2.140139 0.0786 -0.0837 0.3736 0.07
H 3.511222 -2.043485 -0.361901 -0.1820 0.1699 -0.3332 0.07
H 3.073047 -0.430523 -0.997242 0.0744 -0.3165 -0.0901 0.02
C 0.143685 1.034767 -2.962009 -3.2308 -0.0117 4.3951 -0.29
C 1.217274 1.926152 -2.994226 1.9344 1.9550 -0.5146 0.06
C 1.834774 2.216907 -4.199891 0.5303 0.4625 2.0566 0.05
C 1.376710 1.614482 -5.387861 0.3711 0.4900 -0.6314 0.13
C 0.220110 0.814810 -5.339596 -1.1024 -0.7631 -0.2245 0.04
C -0.255661 0.355573 -4.122173 -1.5007 -1.0891 -2.4881 0.02
O -0.551935 0.927609 -1.796871 1.2354 0.6782 -5.6136 -0.25
H 1.226125 0.491534 -0.321183 0.7377 0.1967 0.1215 -0.08
H 1.441014 2.354671 -2.018883 0.4590 0.2375 -0.4331 0.15
H 2.664819 2.928407 -4.174402 -0.1851 -0.2715 -0.3209 0.16
H 1.929432 1.791780 -6.343683 -0.6010 -0.2139 0.7670 0.19
H -0.307476 0.568579 -6.269877 0.5117 -0.4359 0.3260 0.17
H -0.940230 -0.511833 -4.031782 0.1006 1.1375 -0.3438 0.15
N 0.107078 4.706594 5.402760 0.1300 -0.4769 -0.2141 0.19
C -1.056557 4.091425 5.037275 -0.2939 1.4346 1.8422 -0.46
O -2.105159 4.249083 5.657111 1.2642 -0.8687 -1.5606 0.12
C -0.937386 3.232168 3.802905 -0.6648 -0.7377 -0.4108 -0.06
C -1.991145 2.349792 3.511724 -0.1079 -0.3271 -0.2871 0.07
C -1.893276 1.475303 2.434495 0.4751 0.5458 0.2115 -0.09
N -0.790592 1.466415 1.630767 -0.1782 0.4879 -0.8435 -0.14
C 0.177264 2.418342 1.827277 -0.5876 -0.2711 0.1945 -0.14
C 0.143079 3.268282 2.913403 0.2847 0.2939 -0.0015 0.03
H 0.123891 5.186958 6.301159 -0.0743 -0.0875 -0.3692 0.15
H 1.005836 4.474184 4.981866 -0.5745 0.2208 0.4701 0.10
H -2.903932 2.320102 4.106924 0.3354 0.2459 0.0980 0.15
H -2.730701 0.809727 2.187219 0.5440 0.1478 0.1279 0.10
H 0.962615 2.516381 1.071833 -0.1651 -0.3297 0.3770 0.11
H 0.966227 3.981084 3.042513 -0.4438 -0.2758 -0.1676 0.14
```
Forces are in eV/Å.

Summary:
E_HOMO (alpha / beta) ... -18.74 / -18.74 eV
HOMO-LUMO gap (alpha / beta) ... 1.75 / 1.79 eV
Electronic energy ... -2232.663797 hartree
Charge ... +4



Record 2
DFT (wB97M-V/def2-TZVPD) results for a 2-piece molecular cluster, C5H16N2O overall.

```
24
Properties=species:S:1:pos:R:3:forces:R:3:lowdin_charge:R:1
C 1.667369 2.105582 0.697564 0.1787 0.8065 -0.3472 -0.11
C 0.197068 1.765886 0.499309 0.8906 -1.5844 0.1022 -0.27
N 0.020441 0.294863 0.477610 -0.0881 0.3913 0.2782 -0.06
C -1.014476 -0.175712 -0.449291 0.2828 -0.1131 1.3340 -0.41
C -0.580341 -0.295676 -1.905610 -0.2059 -1.2141 0.1267 -0.06
C -1.529104 -1.553897 0.055579 -0.5092 0.6769 -1.3517 -0.26
N -2.598875 -1.593166 1.046600 0.5882 0.0456 0.0307 0.00
H 1.735007 3.197909 0.734536 0.2612 -0.0821 0.0848 0.07
H 2.286969 1.769082 -0.128124 -0.0947 -0.0480 -0.3738 0.06
H 2.172197 1.703022 1.575131 -0.5471 -0.0953 0.3236 0.07
H -0.358156 2.191220 1.334595 -0.3844 0.1138 -0.2209 0.10
H -0.135610 2.133982 -0.472368 -0.0924 0.5913 0.1252 0.10
H 0.919061 -0.149155 0.316738 -0.1874 0.1673 -0.2239 0.05
H -1.810289 0.556621 -0.323202 -0.3368 0.0202 -0.2564 0.13
H -1.424337 -0.248721 -2.585041 -0.1502 0.5914 -0.1837 0.08
H 0.240518 0.341977 -2.179618 0.0971 0.5641 -0.1878 0.07
H -0.248755 -1.325883 -2.076652 0.4045 0.0219 0.1456 0.07
H -1.939872 -1.996562 -0.859990 0.2178 -0.5451 0.2066 0.10
H -0.639179 -2.083805 0.392061 -0.1898 -0.3931 -0.0050 0.11
H -2.203770 -1.572644 1.970924 0.0651 0.1059 0.3417 0.05
H -3.148919 -0.753918 0.954256 -0.2858 0.1469 0.0354 0.06
O 2.726141 -1.220950 0.020638 0.3800 0.6418 -0.6563 -0.05
H 3.568416 -1.282925 0.479863 -0.1973 -0.2023 0.1653 0.05
H 2.098487 -1.807131 0.424496 -0.0970 -0.6073 0.5066 0.03
```
Forces are in eV/Å.

Summary:
E_HOMO ... -8.38 eV
HOMO-LUMO gap ... 9.06 eV
Electronic energy ... -384.825625 hartree
SMILES string ... CCN[C@@H](C)CN.O



Record 3
DFT (wB97M-V/def2-TZVPD) results for C40H40N11O4Tl as an isolated structure.

```
96
Properties=species:S:1:pos:R:3:forces:R:3:lowdin_charge:R:1
Tl 0.220107 -1.941474 -0.231456 0.0100 -0.0640 0.1284 1.11
C 3.569835 -4.642488 1.283925 -0.0182 0.0021 -0.0074 0.00
C 2.274782 -3.949662 1.018175 0.0563 0.0160 -0.0091 -0.24
N 2.192321 -2.764090 0.551096 -0.0274 0.0128 -0.0104 -0.03
N 3.298592 -2.053931 0.222363 0.0069 0.0017 0.0069 0.10
C 3.022934 -1.018599 -0.548871 0.0190 0.0314 0.0376 -0.41
O 1.856052 -0.668783 -0.974082 -0.0083 -0.0303 -0.0768 -0.12
C 4.169684 -0.178846 -0.975117 -0.0138 0.0030 -0.0096 -0.15
C 3.935118 0.947018 -1.760946 0.0084 0.0015 -0.0085 -0.03
C 4.993719 1.742982 -2.169830 -0.0070 -0.0014 0.0003 -0.08
C 6.290697 1.416559 -1.797743 0.0026 0.0006 -0.0008 -0.07
C 6.527793 0.293592 -1.015469 0.0047 -0.0006 0.0029 -0.06
C 5.472714 -0.502787 -0.603344 -0.0012 -0.0037 -0.0087 -0.02
C 0.987331 -4.668209 1.237455 -0.0259 -0.0199 0.0021 -0.21
C 0.965938 -5.941719 1.792113 -0.0119 0.0183 -0.0038 0.02
C -0.247952 -6.583845 1.979677 -0.0035 -0.0123 0.0063 -0.01
C -1.419485 -5.940227 1.618151 0.0009 0.0012 -0.0033 -0.02
C -1.321300 -4.672686 1.073053 0.0089 -0.0035 0.0060 -0.10
N -0.155868 -4.060559 0.881840 -0.0049 0.0244 -0.0247 0.02
H 4.392467 -3.965033 1.083558 -0.0001 0.0030 -0.0006 0.08
H 3.664691 -5.517248 0.637203 0.0003 -0.0036 0.0052 0.11
H 3.626907 -4.980528 2.319704 0.0036 0.0002 0.0018 0.10
H 2.919025 1.195637 -2.035951 0.0017 0.0005 0.0012 0.11
H 4.808256 2.624824 -2.769340 0.0008 0.0010 0.0015 0.10
H 7.117284 2.040175 -2.111959 0.0008 -0.0011 -0.0007 0.11
H 7.538460 0.040771 -0.724561 -0.0003 0.0005 0.0024 0.11
H 5.646784 -1.378186 0.005437 0.0025 0.0007 0.0020 0.11
H 1.888098 -6.427358 2.073099 0.0048 0.0059 -0.0009 0.12
H -0.275607 -7.576692 2.408048 -0.0020 0.0000 -0.0009 0.13
H -2.386604 -6.402595 1.752006 0.0001 0.0012 0.0010 0.12
H -2.211204 -4.123388 0.785381 0.0006 -0.0013 -0.0005 0.12
C -5.082944 9.319308 6.352853 0.0007 -0.0005 -0.0034 -0.06
O -4.508771 8.145239 6.914195 0.0008 0.0043 0.0016 -0.06
C -4.084483 7.181693 6.081590 -0.0003 -0.0105 0.0037 -0.27
C -4.169439 7.246075 4.691673 0.0008 0.0045 -0.0042 0.00
C -3.697395 6.187528 3.932261 -0.0009 -0.0105 0.0027 -0.02
C -3.140744 5.062574 4.529356 -0.0004 0.0026 -0.0159 -0.16
C -3.064699 5.010038 5.926281 0.0066 -0.0134 -0.0012 -0.01
C -3.528088 6.051564 6.691278 -0.0029 0.0059 0.0045 0.02
C -2.635539 3.935325 3.754946 0.0505 0.0468 0.0260 -0.23
N -2.184061 2.806018 4.263941 -0.0458 -0.0164 -0.0091 0.20
C -1.821251 2.049658 3.192698 0.0115 -0.0106 -0.0007 -0.17
C -2.041849 2.715979 2.007650 0.0038 0.0011 0.0053 -0.12
N -2.561899 3.930138 2.384152 -0.0225 -0.0309 -0.0119 0.19
C -1.734080 2.156520 0.737455 0.0104 0.0175 -0.0076 -0.05
C -1.892674 2.803835 -0.498193 -0.0185 0.0131 0.0090 0.03
C -1.528726 2.162313 -1.654472 0.0058 -0.0229 0.0012 -0.02
C -1.022329 0.864602 -1.570194 -0.0098 0.0177 -0.0083 -0.11
N -0.886435 0.228699 -0.422342 0.0342 0.0115 0.0303 0.04
C -1.208203 0.845996 0.727371 -0.0125 0.0047 -0.0245 -0.12
C -0.965886 0.133959 1.971717 0.0126 -0.0197 -0.0093 -0.13
N -0.421705 -1.099413 1.907878 -0.0009 -0.0085 -0.0007 0.05
C -0.139161 -1.743953 3.026098 -0.0154 0.0159 0.0126 -0.09
C -0.400219 -1.212012 4.290615 0.0030 -0.0207 -0.0012 0.00
C -0.968678 0.032118 4.380078 -0.0081 0.0175 0.0082 0.05
C -1.258690 0.735322 3.202063 -0.0067 0.0113 0.0044 -0.05
H -5.347259 9.951772 7.193750 -0.0011 0.0007 0.0000 0.10
H -5.981545 9.079914 5.780835 -0.0007 0.0015 0.0010 0.10
H -4.364303 9.840461 5.717242 -0.0007 0.0004 0.0010 0.10
H -4.599750 8.104492 4.198738 0.0013 -0.0008 -0.0008 0.11
H -3.788021 6.263148 2.854573 -0.0041 0.0052 -0.0013 0.11
H -2.634039 4.136434 6.395483 -0.0012 0.0039 0.0028 0.12
H -3.473771 6.023903 7.770858 -0.0006 0.0012 -0.0002 0.13
H -2.826688 4.693358 1.787147 -0.0048 0.0013 -0.0003 0.15
H -2.289623 3.810100 -0.537738 0.0002 -0.0004 -0.0033 0.13
H -1.623800 2.643368 -2.617215 0.0010 -0.0004 0.0005 0.12
H -0.703872 0.339044 -2.462142 0.0075 0.0008 -0.0025 0.10
H 0.315551 -2.719371 2.923273 0.0042 -0.0005 -0.0001 0.11
H -0.147760 -1.783682 5.171931 -0.0001 -0.0006 -0.0001 0.12
H -1.192551 0.495322 5.332035 0.0030 -0.0049 0.0031 0.13
N -1.238692 -2.359641 -2.050349 0.0213 0.0127 -0.0741 0.04
C -0.440566 -2.472811 -3.303027 0.0144 -0.0084 0.0421 -0.27
C -1.288752 -3.152476 -4.390535 0.0093 0.0137 -0.0192 -0.13
C -0.670583 -3.424722 -5.767089 0.0321 0.0006 0.0273 -0.16
C -0.125433 -2.214086 -6.523168 0.0159 0.0242 0.0044 -0.16
N 1.166523 -1.840740 -5.959149 -0.0368 -0.0581 0.0030 0.08
C 2.013820 -0.978565 -6.470693 -0.0202 0.0243 -0.0005 -0.44
N 1.727950 -0.284769 -7.580528 0.0155 -0.0169 0.0026 0.21
N 3.173296 -0.755691 -5.836134 0.0184 -0.0225 0.0004 0.21
C 0.885156 -3.202972 -2.968688 -0.0450 0.0090 -0.0007 -0.59
O 1.725587 -3.309905 -3.877345 0.0166 0.0101 0.0001 0.03
O 0.997784 -3.615975 -1.790679 -0.0030 -0.0171 -0.0293 -0.04
H -1.635915 -3.274705 -1.847615 0.0018 -0.0029 0.0030 0.10
H -2.013864 -1.713607 -2.169809 -0.0019 0.0003 0.0095 0.10
H -0.174214 -1.457438 -3.610078 -0.0118 -0.0020 -0.0049 0.14
H -2.188597 -2.543579 -4.528998 -0.0026 -0.0020 0.0026 0.12
H -1.626469 -4.114615 -3.992088 -0.0054 -0.0013 -0.0008 0.13
H -1.453078 -3.871443 -6.380891 -0.0051 0.0004 -0.0012 0.13
H 0.122780 -4.168447 -5.682588 -0.0091 -0.0036 -0.0156 0.12
H -0.826259 -1.373636 -6.469008 0.0055 0.0105 -0.0064 0.13
H -0.008966 -2.486301 -7.575846 0.0027 -0.0066 -0.0068 0.13
H 1.474928 -2.424117 -5.135193 -0.0011 0.0185 0.0085 0.08
H 0.916026 -0.510710 -8.127069 -0.0043 -0.0046 0.0059 0.11
H 2.413412 0.317928 -8.000974 -0.0103 0.0106 -0.0022 0.13
H 3.410169 -1.317229 -5.032666 -0.0021 0.0040 -0.0020 0.13
H 3.907768 -0.219759 -6.263127 -0.0029 0.0054 0.0042 0.13
```
Forces are in eV/Å.

Summary:
E_HOMO ... -11.48 eV
HOMO-LUMO gap ... 6.44 eV
Electronic energy ... -2623.707080 hartree
Charge ... +2